P) {"formula": "C6H10FN", "method": "ωB97M-V/def2-TZVPD", "smiles": "C[C@]1(F)C[C@@H]2N[C@@H]2C1", "homo_lumo_gap_ev": 10.11, "multiplicity": 1, "total_charge": 0, "symbols": ["F", "N", "C", "C", "C", "C", "C", "C", "H", "H", "H", "H", "H", "H", "H", "H", "H", "H"], "xyz": [[1.32, -0.39, 1.36], [-2.32, 0.00, -0.51], [0.03, 1.30, 0.02], [-1.33, -0.81, 0.18], [-0.02, -1.02, -0.52], [2.16, 0.14, -0.88], [-1.42, 0.74, 0.54], [0.90, 0.01, 0.07], [3.14, -0.44, -0.30], [-0.16, 1.57, -1.09], [0.32, -1.98, -0.21], [1.84, -0.32, -2.06], [0.00, -0.73, -1.60], [-1.67, -1.75, 0.77], [-2.10, 0.10, -1.57], [0.40, 2.44, 0.47], [2.52, 1.39, -0.93], [-1.87, 1.14, 1.45]]}

=====

Q) {"formula": "C6H10FN", "method": "ωB97M-V/def2-TZVPD", "smiles": "C/C(F)=C\\C=C\\CN", "homo_lumo_gap_ev": 9.51, "multiplicity": 1, "total_charge": 0, "symbols": ["F", "N", "C", "C", "C", "C", "C", "C", "H", "H", "H", "H", "H", "H", "H", "H", "H", "H"], "xyz": [[1.03, 2.69, -2.27], [-1.73, -1.52, 2.15], [0.31, 0.56, -2.58], [0.84, 1.63, -0.28], [0.67, 1.61, -1.60], [-0.28, -0.49, 0.56], [0.62, 0.53, 0.67], [-0.35, -1.55, 1.63], [-1.02, -0.55, -0.18], [1.42, 0.44, 1.44], [0.90, 0.73, -3.54], [-1.91, -2.31, 2.73], [-1.86, -0.68, 2.73], [-0.20, -2.56, 1.16], [1.23, 2.62, 0.08], [0.58, -0.48, -2.21], [0.50, -1.32, 2.34], [-0.76, 0.64, -2.83]]}

=====

Q) has the most favorable energy; the next structure is 65.7 kcal/mol above.

=====

P) {"formula": "C2H3ClO2", "method": "ωB97M-V/def2-TZVPD", "smiles": "O=C(O)CCl", "homo_lumo_gap_ev": 11.06, "multiplicity": 1, "total_charge": 0, "symbols": ["Cl", "O", "O", "C", "C", "H", "H", "H"], "xyz": [[1.82, -0.04, -0.23], [-1.54, 1.14, -0.20], [-1.67, -1.01, -0.12], [-0.96, 0.06, 0.07], [0.37, 0.04, 0.67], [-2.56, -0.82, -0.40], [0.36, -0.95, 1.16], [0.47, 0.88, 1.34]]}

=====

Q) {"formula": "C2H3ClO2", "method": "ωB97M-V/def2-TZVPD", "homo_lumo_gap_ev": 11.39, "multiplicity": 1, "total_charge": 0, "symbols": ["Cl", "O", "O", "C", "C", "H", "H", "H"], "xyz": [[2.31, -0.04, -0.18], [-0.01, -0.99, 0.06], [-0.17, 1.03, 0.11], [-0.91, 0.01, -0.45], [0.72, 0.07, 0.59], [-0.73, -0.09, -1.50], [0.79, -0.02, 1.61], [-2.01, 0.04, -0.23]]}

=====

R) {"formula": "C2H3ClO2", "method": "ωB97M-V/def2-TZVPD", "homo_lumo_gap_ev": 9.70, "multiplicity": 1, "total_charge": 0, "symbols": ["Cl", "O", "O", "C", "C", "H", "H", "H"], "xyz": [[2.79, -0.40, 0.20], [0.81, 1.67, -0.38], [-0.28, 1.39, 0.45], [-1.40, -0.83, 0.02], [-0.81, 0.32, 0.26], [1.94, 0.48, -0.16], [-0.98, -1.71, 0.50], [-2.06, -0.93, -0.87]]}

=====

P) has the most favorable energy; the next structure is 34.6 kcal/mol above.

=====

P) {"formula": "C36H84N12O12", "method": "ωB97M-V/def2-TZVPD", "smiles": "CN(C)C=O.CN(C)C=O.CN(C)C=O.CN(C)C=O.CN(C)C=O.CN(C)C=O.CN(C)C=O.CN(C)C=O.CN(C)C=O.CN(C)C=O.CN(C)C=O.CN(C)C=O", "homo_lumo_gap_ev": 8.25, "multiplicity": 1, "total_charge": 0, "symbols": ["O", "O", "O", "O", "O", "O", "O", "O", "O", "O", "O", "O", "N", "N", "N", "N", "N", "N", "N", "N", "N", "N", "N", "N", "C", "C", "C", "C", "C", "C", "C", "C", "C", "C", "C", "C", "C", "C", "C", "C", "C", "C", "C", "C", "C", "C", "C", "C", "C", "C", "C", "C", "C", "C", "C", "C", "C", "C", "C", "C", "H", "H", "H", "H", "H", "H", "H", "H", "H", "H", "H", "H", "H", "H", "H", "H", "H", "H", "H", "H", "H", "H", "H", "H", "H", "H", "H", "H", "H", "H", "H", "H", "H", "H", "H", "H", "H", "H", "H", "H", "H", "H", "H", "H", "H", "H", "H", "H", "H", "H", "H", "H", "H", "H", "H", "H", "H", "H", "H", "H", "H", "H", "H", "H", "H", "H", "H", "H", "H", "H", "H", "H", "H", "H", "H", "H", "H", "H", "H", "H", "H", "H", "H", "H"], "xyz": [[0.57, 2.21, 2.73], [-5.74, -0.89, 4.84], [-1.21, 0.72, -4.38], [4.74, 3.61, 1.90], [2.44, 5.17, -2.20], [-1.69, 6.20, 1.99], [0.14, -2.41, 4.22], [5.55, -4.84, -0.30], [2.41, -2.50, -2.58], [3.20, 1.51, -1.08], [-4.61, 2.40, -2.20], [-3.09, 0.10, -0.53], [-0.69, 1.54, 4.51], [-0.88, -0.38, -0.14], [-4.78, -2.26, 3.29], [4.01, -4.18, 1.28], [0.91, -3.94, -3.52], [0.62, -4.41, 5.09], [-6.66, 1.57, -2.59], [5.27, 0.81, -1.59], [2.21, 3.43, -3.66], [4.73, 1.34, 1.96], [-2.43, 4.40, 0.84], [-2.26, 2.51, -5.35], [0.67, -5.84, 4.89], [4.16, 2.57, 1.69], [-3.52, 3.20, -5.54], [-0.21, -3.32, -2.83], [1.71, 2.08, -3.85], [-1.73, 2.54, 4.31], [3.97, 0.59, -1.32], [0.38, -3.59, 4.03], [-1.09, -0.82, 1.22], [-5.79, -1.56, 3.84], [-2.14, 1.49, -4.47], [5.21, -4.56, 0.82], [6.23, -0.15, -2.10], [0.45, -0.42, -0.62], [-6.88, 2.36, -3.79], [0.37, -4.00, 6.46], [3.73, -3.62, 2.59], [-1.21, 2.83, -6.29], [-0.95, 0.52, 5.50], [-1.57, 5.03, 1.68], [2.14, -3.49, -3.25], [0.82, -5.33, -4.00], [4.05, 0.09, 1.76], [3.20, 3.89, -4.60], [-4.79, -2.61, 1.89], [-5.51, 1.67, -1.84], [6.10, 1.29, 2.41], [-7.67, 0.60, -2.27], [2.83, -4.22, 0.42], [1.86, 4.17, -2.55], [0.40, 1.54, 3.73], [-3.56, -2.36, 4.07], [-3.49, 5.15, 0.19], [-1.93, -0.02, -0.90], [5.84, 2.15, -1.44], [-2.15, 3.09, 0.31], [-0.28, -6.29, 4.60], [-0.33, -3.56, -1.76], [2.07, -4.76, 0.99], [5.62, -0.99, -2.45], [2.41, -3.28, 0.08], [-6.70, -1.54, 3.22], [6.66, 0.42, 2.06], [-0.45, 3.48, -5.85], [6.10, 2.47, -2.46], [-0.75, 0.91, 6.51], [-3.85, 3.10, -6.57], [-0.53, -1.66, 1.62], [-0.22, -0.29, 5.49], [-3.65, -2.37, 5.15], [-3.02, 2.43, 0.35], [-0.81, 4.36, 2.10], [3.78, -0.49, -1.35], [-4.42, 4.77, 0.63], [2.47, 1.31, -3.77], [0.99, 0.48, -0.26], [3.16, 2.46, 1.26], [-2.86, -3.12, 3.72], [3.01, -4.09, -3.56], [-3.59, 4.91, -0.87], [6.87, -0.43, -1.26], [0.66, -4.16, 3.13], [3.04, -4.81, -0.47], [6.55, 2.25, 2.18], [3.29, -2.63, 2.47], [-2.99, 1.52, -3.77], [1.15, -4.22, 7.19], [-5.61, -2.21, 1.31], [-1.96, 0.16, 5.64], [-1.40, 2.47, 0.81], [-0.10, -2.24, -2.80], [-0.58, -4.40, 6.83], [6.84, 2.17, -1.00], [1.00, -1.35, -0.46], [1.49, -5.56, -4.82], [1.15, -5.92, -3.14], [4.63, -3.54, 3.20], [-3.95, -2.20, 1.32], [-7.84, 2.87, -3.67], [-0.20, -5.66, -4.22], [5.14, 2.81, -0.94], [1.01, 1.85, -3.04], [1.26, -6.05, 3.99], [1.20, 0.86, 4.06], [-2.51, 2.23, 3.61], [6.19, 1.18, 3.50], [1.19, -6.39, 5.66], [-6.86, 1.69, -4.65], [3.06, -4.25, 3.18], [3.02, 3.79, -5.67], [-2.90, -1.52, 3.81], [-0.78, 0.06, 1.81], [4.07, 3.22, -4.49], [-8.65, 1.03, -2.01], [-0.63, 1.92, -6.50], [-7.44, 0.07, -1.34], [0.58, -0.16, -1.68], [0.23, -2.92, 6.44], [1.01, 3.69, -2.03], [-1.11, -3.64, -3.36], [3.75, -0.33, 2.74], [-1.85, 3.15, -0.74], [-4.32, 2.76, -4.95], [-1.64, 0.39, -1.88], [4.78, -0.69, 1.51], [-5.47, 0.91, -1.05], [-3.43, 4.25, -5.23], [3.19, 0.15, 1.10], [-6.16, 3.14, -3.98], [-4.77, -3.70, 1.79], [5.94, -4.63, 1.65], [-1.55, 3.17, -7.26], [-2.20, 2.83, 5.25], [-2.09, -0.86, 1.64], [-7.70, -0.12, -3.09], [3.54, 4.89, -4.35], [1.21, 2.03, -4.81], [-1.22, 3.43, 3.96], [-3.43, 6.23, 0.28], [6.84, 0.12, -2.96]]}

=====

Q) {"formula": "C36H84N12O12", "method": "ωB97M-V/def2-TZVPD", "smiles": "CN(C)C=O.CN(C)C=O.CN(C)C=O.CN(C)C=O.CN(C)C=O.CN(C)C=O.CN(C)C=O.CN(C)C=O.CN(C)C=O.CN(C)C=O.CN(C)C=O.CN(C)C=O", "homo_lumo_gap_ev": 8.29, "multiplicity": 1, "total_charge": 0, "symbols": ["O", "O", "O", "O", "O", "O", "O", "O", "O", "O", "O", "O", "N", "N", "N", "N", "N", "N", "N", "N", "N", "N", "N", "N", "C", "C", "C", "C", "C", "C", "C", "C", "C", "C", "C", "C", "C", "C", "C", "C", "C", "C", "C", "C", "C", "C", "C", "C", "C", "C", "C", "C", "C", "C", "C", "C", "C", "C", "C", "C", "H", "H", "H", "H", "H", "H", "H", "H", "H", "H", "H", "H", "H", "H", "H", "H", "H", "H", "H", "H", "H", "H", "H", "H", "H", "H", "H", "H", "H", "H", "H", "H", "H", "H", "H", "H", "H", "H", "H", "H", "H", "H", "H", "H", "H", "H", "H", "H", "H", "H", "H", "H", "H", "H", "H", "H", "H", "H", "H", "H", "H", "H", "H", "H", "H", "H", "H", "H", "H", "H", "H", "H", "H", "H", "H", "H", "H", "H", "H", "H", "H", "H", "H", "H"], "xyz": [[-24.81, 7.49, 21.78], [-22.98, 3.16, 24.39], [-23.73, 10.80, 16.07], [-19.72, 8.95, 20.61], [-16.67, 6.13, 19.45], [-22.52, 3.63, 18.75], [-19.50, 1.61, 24.62], [-29.28, 4.48, 18.21], [-19.59, 6.21, 15.71], [-24.90, -1.94, 18.94], [-20.83, 2.36, 14.81], [-20.53, -1.68, 14.06], [-18.42, 10.85, 20.11], [-20.28, -0.69, 16.05], [-19.45, 8.58, 15.53], [-20.81, 5.09, 19.22], [-25.58, 6.39, 23.62], [-19.87, 4.00, 13.40], [-18.87, 1.39, 22.44], [-15.60, 7.79, 18.28], [-23.43, 9.95, 18.20], [-21.35, 4.55, 25.12], [-24.64, 0.30, 19.52], [-27.09, 4.96, 18.59], [-19.96, 9.81, 16.13], [-25.65, 5.20, 24.50], [-18.54, 8.66, 14.35], [-16.65, 8.22, 17.38], [-21.63, 5.79, 20.31], [-17.08, 11.44, 20.06], [-18.63, 9.54, 20.48], [-18.89, 2.92, 22.20], [-19.87, 7.35, 16.11], [-26.01, 6.01, 18.89], [-20.88, 0.24, 17.07], [-21.34, 4.02, 18.57], [-18.82, 4.89, 13.20], [-14.42, 8.62, 18.19], [-20.59, 3.67, 12.11], [-18.08, 0.57, 21.51], [-24.83, 6.45, 22.52], [-22.05, 3.44, 25.19], [-19.50, 11.70, 19.61], [-23.27, 11.29, 18.92], [-21.53, 5.77, 24.33], [-24.68, 0.73, 18.10], [-28.40, 5.28, 18.61], [-26.37, 7.52, 24.13], [-19.13, 0.92, 23.69], [-23.13, 8.79, 18.94], [-18.99, -1.28, 16.45], [-20.91, -0.90, 14.90], [-26.52, 3.66, 18.20], [-19.39, 5.47, 19.02], [-15.67, 6.86, 19.24], [-20.04, 3.30, 14.57], [-24.76, -1.03, 19.80], [-20.04, 4.50, 25.81], [-23.56, 9.86, 16.84], [-24.30, 1.35, 20.46], [-27.41, 7.21, 23.98], [-23.51, 8.84, 16.43], [-25.80, 3.37, 18.96], [-19.45, 12.66, 20.11], [-21.13, 6.61, 24.90], [-21.75, 6.86, 20.20], [-18.48, 7.74, 13.77], [-25.08, 4.34, 24.16], [-21.84, -0.32, 14.79], [-13.53, 8.16, 18.62], [-20.64, 10.25, 15.40], [-26.13, 8.46, 23.63], [-25.28, 5.73, 19.65], [-27.32, 2.93, 18.07], [-25.70, 0.94, 17.78], [-20.53, 7.53, 16.97], [-24.25, 5.53, 22.39], [-19.06, 3.16, 21.16], [-23.26, 1.68, 20.47], [-14.77, 6.84, 19.86], [-20.82, -0.07, 18.12], [-21.93, 0.43, 16.89], [-16.86, 11.71, 19.03], [-18.76, 5.10, 19.82], [-23.23, 11.23, 20.01], [-16.82, 9.28, 17.54], [-26.39, 7.52, 25.22], [-19.27, 3.64, 15.28], [-26.66, 4.79, 24.43], [-20.33, 1.16, 16.88], [-20.91, 5.71, 23.43], [-22.64, 5.43, 20.51], [-25.45, 6.20, 17.97], [-19.11, 10.46, 16.34], [-16.36, 7.96, 16.36], [-20.70, 3.50, 17.83], [-24.32, -0.02, 17.39], [-18.99, 5.18, 18.06], [-24.90, 2.22, 20.21], [-25.35, 5.33, 25.55], [-22.36, 9.01, 19.67], [-14.53, 9.58, 18.70], [-18.21, 0.89, 20.48], [-24.55, 0.94, 21.44], [-19.93, 3.42, 11.28], [-19.30, 4.87, 25.10], [-18.83, -2.24, 15.95], [-24.04, 1.59, 17.91], [-20.09, 5.05, 26.75], [-20.53, 9.78, 17.06], [-17.03, 0.65, 21.79], [-22.58, 5.80, 24.05], [-22.91, 7.86, 18.41], [-25.96, 3.80, 17.27], [-19.33, 11.89, 18.55], [-23.97, 12.01, 18.49], [-18.71, 9.49, 13.66], [-17.54, 7.60, 17.50], [-16.32, 10.79, 20.51], [-22.32, 11.74, 18.63], [-19.25, 6.55, 19.04], [-17.67, 9.03, 20.70], [-17.02, 12.39, 20.59], [-17.90, 3.33, 22.42], [-20.51, 11.31, 19.72], [-21.57, 2.73, 25.88], [-21.15, 4.53, 11.74], [-19.71, 3.41, 22.72], [-18.35, -0.48, 21.61], [-17.56, 8.75, 14.82], [-28.62, 6.31, 18.92], [-26.48, 6.97, 19.08], [-19.14, 5.74, 12.61], [-18.90, -0.16, 23.70], [-24.68, -1.21, 20.88], [-14.09, 8.62, 17.15], [-19.05, -1.57, 17.49], [-18.13, 4.18, 12.74], [-18.43, 5.21, 14.16], [-21.37, 2.91, 12.09], [-21.22, 5.58, 21.30], [-19.64, 3.56, 26.18], [-23.96, 8.51, 19.58], [-18.22, -0.59, 16.11]]}

=====

P) has the most favorable energy; the next structure is 35.8 kcal/mol above.